Density functional theory data (ωB97M-V with the def2-TZVPD basis set) for a cluster of 2 separate species, C3H2ClFIO2 in total.

## Properties
Gap between HOMO and LUMO = 6.555 eV
E_LUMO = 0.1145 Ha
ΔE to the lowest compared entry with this formula, charge and spin = 26.6 kcal per mole
M = 251.402 g/mol
Net charge = -1
HOMO energy = -0.1264 Ha

Cartesian coordinates (Å):
1 C 0.994 -2.061 0.538
2 C -1.007 0.892 -0.128
3 C 0.528 0.553 -0.231
4 O 1.810 -1.764 1.292
5 O 0.300 -2.673 -0.138
6 F 0.802 0.328 -1.678
7 Cl -2.056 -0.335 0.784
8 I 1.515 2.458 0.282
9 H -1.542 0.833 -1.080
10 H -1.344 1.769 0.357

Density functional theory data (ωB97M-V with the def2-TZVPD basis set) for the molecule C3H2ClFN2S.

## Properties
Gap between HOMO and LUMO = 8.792 eV
E_LUMO = 0.0074 Ha
SMILES = Fc1nc(S)[nH]c1Cl
ΔE to the lowest compared entry with this formula, charge and spin = 18.4 kcal per mole
M = 152.581 g/mol
Net charge = 0
HOMO energy = -0.3157 Ha

Cartesian coordinates (Å):
1 F -1.894 2.007 -0.010
2 C -0.994 0.962 -0.161
3 N 0.331 1.156 -0.185
4 C 0.882 -0.032 -0.090
5 S 2.574 -0.457 -0.118
6 N -0.069 -1.012 -0.029
7 C -1.291 -0.367 -0.088
8 Cl -2.871 -1.075 -0.094
9 H 3.072 0.837 0.532
10 H 0.260 -2.018 0.242

> Which of these has the lowest ΔE to the lowest compared entry with this formula, charge and spin?

C3H2ClFN2S